w:
ORCA calculation (ωB97M-V/def2-TZVPD) on one molecule with the formula C10H9IO3.

```
23
Properties=species:S:1:pos:R:3:nbo_charge:R:1
C 1.037 1.946 -1.409 0.018
C 0.173 1.974 -2.329 -0.060
C -1.108 1.089 1.653 -0.247
C -0.977 0.479 0.481 -0.149
C 0.028 1.746 2.424 0.125
C 1.225 2.013 1.985 -0.263
C 1.402 1.133 -0.363 -0.160
C -0.490 0.729 -2.746 0.316
C 0.230 0.032 -0.278 0.182
C 0.878 -1.263 0.110 -0.629
O -0.308 -0.274 -1.612 -0.566
O -0.306 2.072 3.774 -0.704
O -0.107 0.043 -3.903 -0.666
I 2.870 2.535 2.919 0.300
H -2.126 1.212 1.996 0.219
H -1.971 0.116 -0.006 0.234
H 2.351 0.914 -0.081 0.215
H -1.511 0.977 -3.012 0.187
H 1.678 -1.325 0.779 0.228
H 1.383 -1.711 -0.754 0.238
H 0.144 -2.086 0.393 0.229
H -1.179 1.703 4.067 0.486
H 0.793 -0.119 -3.836 0.467
```

Properties
- E_LUMO (spin up / spin down) (eV) = -1.1648 / -1.1502

---

x:
ORCA calculation (ωB97M-V/def2-TZVPD) on one molecule with the formula C10H9IO3.

```
23
Properties=species:S:1:pos:R:3:nbo_charge:R:1
C 0.885 1.736 1.180 -0.624
C 0.620 0.391 0.452 0.248
C 0.728 0.440 -1.054 -0.105
C -0.283 0.385 -1.873 -0.324
C -1.664 0.282 -1.579 0.502
O -2.482 -0.144 -2.336 -0.501
C -2.025 0.730 -0.166 -0.430
I -4.042 0.446 0.452 0.178
C -0.935 0.058 0.846 -0.330
C -0.895 -1.367 0.881 0.068
C -0.024 -2.194 0.660 -0.140
C 1.465 -1.870 0.588 0.344
O 1.947 -2.209 -0.677 -0.710
O 1.588 -0.535 0.932 -0.506
H 1.913 2.072 1.014 0.233
H 0.970 1.494 2.224 0.228
H 0.022 2.523 0.985 0.225
H 1.703 0.390 -1.480 0.231
H -0.124 0.373 -2.910 0.232
H -1.806 1.887 -0.287 0.257
H -1.020 0.388 1.853 0.244
H 2.181 -2.403 1.253 0.190
H 1.278 -2.874 -0.956 0.489
```

Properties
- E_LUMO (eV) = -0.3659
- structure (SMILES) = C[C@]12C=CC(=O)[C@@H](I)[C@H]1C#C[C@@H](O)O2

---

The structure with the greatest stability is x.

---

w:
ORCA calculation (ωB97M-V/def2-TZVPD) on a 6-piece molecular cluster, C5H24N2O5S overall.

```
37
Properties=species:S:1:pos:R:3:nbo_charge:R:1
C 0.147 2.363 2.352 -0.399
N 0.270 1.576 1.153 -0.667
C 0.757 0.263 1.282 -0.242
C 0.112 -0.720 0.310 -0.085
C 1.056 -1.862 -0.008 -0.521
S 2.280 -1.559 -1.321 -0.078
N -1.178 -1.365 0.794 -0.661
C -2.078 -0.692 1.794 -0.418
H -0.593 3.133 2.314 0.210
H -0.003 1.687 3.279 0.163
H 1.142 2.876 2.509 0.164
H -0.619 1.763 0.639 0.394
H 1.892 0.266 1.341 0.215
H 0.488 -0.060 2.317 0.159
H -0.204 -0.177 -0.565 0.212
H 0.540 -2.755 -0.306 0.206
H 1.573 -2.240 0.848 0.228
H 1.476 -0.966 -2.277 0.171
H -0.998 -2.278 1.250 0.355
H -1.521 -0.383 2.755 0.179
H -2.878 -1.407 1.952 0.209
H -2.506 0.231 1.357 0.185
O 1.970 2.179 -1.997 -0.939
H 1.059 1.907 -1.716 0.475
H 2.513 1.555 -1.623 0.475
O -1.807 1.189 -1.322 -0.956
H -1.544 0.647 -2.057 0.487
H -2.672 0.913 -1.059 0.473
O 3.055 2.483 0.682 -0.960
H 2.549 2.402 1.467 0.458
H 2.444 2.773 -0.048 0.494
O -0.501 -1.093 -2.599 -0.958
H -1.139 -1.282 -1.869 0.471
H -0.989 -1.420 -3.356 0.497
O -1.565 -3.440 -3.070 -0.942
H -0.609 -3.655 -2.815 0.490
H -1.914 -2.853 -2.390 0.458
```

Properties
- E_LUMO (eV) = 0.0155
- structure (SMILES) = CNC[C@@H](CS)NC.O.O.O.O.O

---

x:
ORCA calculation (ωB97M-V/def2-TZVPD) on a 6-piece molecular cluster, C5H24N2O5S overall.

```
37
Properties=species:S:1:pos:R:3:nbo_charge:R:1
C -1.194 0.353 -2.364 -0.642
C 0.117 -0.404 -1.906 -0.229
N -0.084 -1.402 -0.814 -0.651
C 1.172 -1.455 0.021 -0.089
C 0.952 -1.535 1.569 -0.238
N 1.482 -0.335 2.122 -0.881
C 1.765 -2.866 -0.364 -0.496
S 3.614 -2.768 -0.288 -0.064
H -1.539 0.988 -1.488 0.205
H -1.979 -0.444 -2.405 0.222
H -1.148 0.971 -3.247 0.219
H 0.905 0.311 -1.706 0.162
H 0.492 -0.871 -2.832 0.193
H -0.889 -1.279 -0.213 0.385
H 2.021 -0.721 -0.133 0.202
H -0.142 -1.741 1.833 0.183
H 1.393 -2.451 1.993 0.211
H 2.050 -0.469 2.967 0.377
H 0.859 0.431 2.203 0.386
H 1.489 -3.647 0.369 0.210
H 1.603 -3.400 -1.338 0.229
H 3.577 -1.611 -0.867 0.093
O -1.582 3.130 0.682 -0.981
H -1.298 3.976 0.323 0.479
H -0.766 2.652 0.863 0.491
O -1.953 -0.276 3.087 -0.958
H -1.830 -0.275 2.124 0.483
H -2.876 -0.461 3.269 0.473
O 0.184 3.544 -2.009 -0.954
H 0.512 3.609 -1.112 0.477
H -0.276 2.714 -2.165 0.478
O -2.794 0.216 0.343 -0.990
H -2.659 1.164 0.524 0.508
H -3.671 0.112 -0.070 0.490
O 0.684 1.715 0.574 -0.972
H 1.604 1.468 0.407 0.506
H 0.205 1.054 0.051 0.485
```

Properties
- E_LUMO (eV) = 0.3237
- structure (SMILES) = CCN[C@@H](CN)CS.O.O.O.O.O

---

The structure with the greatest stability is x.